(1)
{
  "formula": "C19H20FN3O3S",
  "method": "ωB97M-V with the def2-TZVPD basis set",
  "e_above_lowest_ev": 1.9007,
  "charge": 0,
  "total_energy_ev": -44192.0827,
  "smiles": "Cc1cccc(-c2noc(CN(C(C)C)S(=O)(=O)c3ccc(F)cc3)n2)c1",
  "lumo_ev": 0.549,
  "symbols": ["C", "C", "C", "C", "C", "C", "C", "N", "O", "C", "C", "N", "C", "C", "C", "S", "O", "O", "C", "C", "C", "C", "F", "C", "C", "N", "C", "H", "H", "H", "H", "H", "H", "H", "H", "H", "H", "H", "H", "H", "H", "H", "H", "H", "H", "H", "H"],
  "positions_angstrom": [[2.09, 5.95, 2.45], [2.25, 4.86, 1.43], [2.98, 5.08, 0.27], [3.12, 4.08, -0.69], [2.52, 2.85, -0.50], [1.78, 2.62, 0.66], [1.15, 1.33, 0.86], [0.39, 1.03, 1.88], [0.01, -0.26, 1.66], [0.56, -0.64, 0.51], [0.31, -2.02, 0.01], [-0.52, -2.08, -1.18], [0.10, -2.15, -2.50], [0.89, -3.45, -2.66], [0.94, -0.92, -2.83], [-1.92, -1.16, -1.07], [-2.62, -1.30, -2.31], [-1.64, 0.17, -0.60], [-2.79, -2.06, 0.20], [-3.27, -3.32, -0.12], [-3.95, -4.05, 0.84], [-4.11, -3.50, 2.10], [-4.76, -4.21, 3.04], [-3.63, -2.24, 2.43], [-2.97, -1.51, 1.46], [1.30, 0.29, -0.02], [1.65, 3.62, 1.61], [1.33, 6.66, 2.12], [3.02, 6.49, 2.57], [1.79, 5.54, 3.41], [3.46, 6.04, 0.11], [3.69, 4.27, -1.58], [2.61, 2.07, -1.23], [-0.20, -2.57, 0.81], [1.26, -2.51, -0.21], [-0.76, -2.18, -3.17], [1.12, -3.60, -3.71], [1.83, -3.40, -2.11], [0.32, -4.29, -2.29], [1.80, -0.85, -2.16], [0.34, -0.02, -2.70], [1.29, -0.98, -3.85], [-3.13, -3.69, -1.12], [-4.34, -5.03, 0.63], [-3.79, -1.85, 3.42], [-2.58, -0.53, 1.66], [1.07, 3.42, 2.50]]
}



(2)
{
  "formula": "C61H93N13O8",
  "method": "ωB97M-V with the def2-TZVPD basis set",
  "charge": 0,
  "total_energy_ev": -100515.9721,
  "lumo_ev": -0.092,
  "symbols": ["C", "C", "C", "O", "C", "H", "H", "H", "H", "H", "H", "H", "H", "C", "C", "C", "O", "C", "H", "H", "H", "H", "H", "H", "H", "H", "C", "C", "O", "N", "C", "H", "H", "H", "H", "H", "H", "H", "C", "C", "O", "N", "C", "H", "H", "H", "H", "H", "H", "H", "C", "C", "O", "N", "C", "H", "H", "H", "H", "H", "H", "H", "C", "C", "O", "N", "C", "H", "H", "H", "H", "H", "H", "H", "C", "C", "O", "N", "C", "H", "H", "H", "H", "H", "H", "H", "C", "C", "O", "N", "C", "H", "H", "H", "H", "H", "H", "H", "N", "C", "C", "C", "C", "C", "H", "H", "H", "H", "H", "N", "C", "C", "C", "C", "C", "H", "H", "H", "H", "H", "N", "C", "C", "C", "C", "C", "H", "H", "H", "H", "H", "N", "C", "C", "C", "C", "C", "H", "H", "H", "H", "H", "N", "C", "C", "C", "C", "C", "H", "H", "H", "H", "H", "N", "C", "C", "C", "C", "C", "H", "H", "H", "H", "H", "N", "C", "C", "C", "C", "C", "H", "H", "H", "H", "H"],
  "positions_angstrom": [[-2.00, 3.27, -4.60], [-1.78, 1.82, -4.29], [-2.04, 1.29, -5.70], [-1.34, 2.23, -6.52], [-1.34, 3.53, -5.93], [-1.54, 3.91, -3.84], [-3.07, 3.43, -4.58], [-2.38, 1.31, -3.53], [-0.74, 1.57, -4.10], [-3.11, 1.33, -5.90], [-1.67, 0.27, -5.77], [-1.85, 4.32, -6.47], [-0.32, 3.91, -5.78], [-2.04, -4.53, 1.82], [-1.12, -3.81, 2.81], [-1.53, -4.20, 4.26], [-2.81, -4.76, 4.05], [-2.92, -5.46, 2.74], [-1.54, -5.12, 1.05], [-2.70, -3.84, 1.29], [-1.13, -2.72, 2.74], [-0.07, -4.02, 2.60], [-1.56, -3.31, 4.89], [-0.83, -4.93, 4.67], [-3.96, -5.68, 2.51], [-2.49, -6.47, 2.76], [-5.45, 3.12, 0.92], [-4.52, 4.32, 1.18], [-3.81, 4.83, 0.30], [-4.52, 4.77, 2.36], [-3.66, 5.71, 3.07], [-5.87, 2.77, 1.86], [-4.88, 2.31, 0.46], [-6.31, 3.44, 0.32], [-5.37, 4.52, 2.84], [-4.14, 6.68, 3.03], [-2.63, 5.75, 2.70], [-3.63, 5.40, 4.12], [5.13, -0.83, -1.96], [4.63, -1.73, -3.11], [4.39, -1.22, -4.23], [4.44, -3.02, -2.85], [4.00, -4.05, -3.76], [4.28, -0.71, -1.29], [5.44, 0.16, -2.28], [5.97, -1.32, -1.46], [4.54, -3.32, -1.89], [2.91, -4.12, -3.75], [4.28, -5.04, -3.39], [4.37, -4.02, -4.79], [0.31, 3.06, 4.50], [-0.66, 2.91, 5.62], [-0.38, 3.51, 6.63], [-1.71, 2.09, 5.49], [-2.69, 1.68, 6.48], [-0.15, 2.70, 3.58], [1.19, 2.45, 4.69], [0.67, 4.07, 4.33], [-1.77, 1.69, 4.57], [-2.27, 1.08, 7.29], [-3.43, 1.04, 6.01], [-3.11, 2.56, 6.97], [-0.82, -6.46, -1.78], [-0.05, -5.16, -2.05], [1.12, -5.20, -2.40], [-0.73, -4.07, -1.70], [-0.23, -2.70, -1.76], [-0.22, -7.32, -2.07], [-1.84, -6.47, -2.16], [-0.92, -6.62, -0.71], [-1.68, -4.08, -1.36], [-0.79, -2.03, -1.11], [-0.14, -2.37, -2.80], [0.80, -2.62, -1.42], [-4.12, -1.67, 5.01], [-3.59, -1.10, 3.75], [-2.64, -0.35, 3.78], [-4.24, -1.37, 2.65], [-3.89, -0.94, 1.31], [-3.31, -1.88, 5.71], [-4.73, -2.53, 4.75], [-4.76, -0.92, 5.46], [-5.02, -2.02, 2.69], [-2.83, -1.05, 1.10], [-4.14, 0.11, 1.17], [-4.49, -1.48, 0.59], [1.22, -1.12, -4.82], [1.62, -1.09, -6.28], [0.72, -1.00, -7.12], [2.92, -1.17, -6.63], [3.40, -1.47, -8.01], [0.14, -1.00, -4.67], [1.68, -0.28, -4.31], [1.50, -2.10, -4.43], [3.58, -1.20, -5.86], [3.93, -2.42, -7.91], [3.96, -0.58, -8.30], [2.53, -1.61, -8.65], [5.76, 1.33, 0.76], [5.81, 0.60, 1.92], [4.85, 0.65, 2.92], [3.72, 1.47, 2.74], [3.65, 2.29, 1.59], [4.68, 2.17, 0.65], [6.68, -0.04, 2.01], [4.90, 0.02, 3.79], [2.90, 1.51, 3.44], [2.76, 2.86, 1.38], [4.69, 2.72, -0.28], [3.66, 2.94, -2.66], [2.34, 3.30, -2.63], [1.47, 3.21, -3.76], [1.98, 2.65, -4.93], [3.31, 2.26, -4.93], [4.16, 2.49, -3.82], [1.99, 3.66, -1.67], [0.46, 3.57, -3.62], [1.34, 2.54, -5.79], [3.78, 1.89, -5.82], [5.22, 2.31, -3.92], [-0.04, 5.42, -1.40], [-0.37, 4.41, -0.54], [0.23, 4.22, 0.71], [1.19, 5.07, 1.17], [1.53, 6.17, 0.33], [0.97, 6.25, -0.90], [-1.17, 3.74, -0.82], [-0.12, 3.42, 1.35], [1.60, 5.03, 2.17], [2.33, 6.82, 0.66], [1.26, 7.09, -1.50], [-6.78, -1.08, -3.27], [-5.61, -1.51, -2.84], [-4.62, -0.67, -2.39], [-4.91, 0.68, -2.24], [-6.14, 1.19, -2.71], [-7.05, 0.26, -3.23], [-5.47, -2.58, -2.95], [-3.64, -1.07, -2.19], [-4.21, 1.32, -1.72], [-6.47, 2.22, -2.69], [-7.96, 0.67, -3.65], [-0.67, 0.80, 0.19], [0.14, 0.78, -0.92], [1.48, 0.32, -0.90], [1.97, -0.11, 0.33], [1.18, -0.07, 1.45], [-0.11, 0.40, 1.35], [-0.38, 1.16, -1.79], [2.04, 0.32, -1.83], [2.97, -0.48, 0.44], [1.56, -0.46, 2.38], [-0.76, 0.38, 2.21], [4.46, -3.56, -0.17], [4.91, -2.93, 0.92], [4.17, -2.90, 2.12], [3.03, -3.66, 2.22], [2.54, -4.35, 1.09], [3.33, -4.28, -0.05], [5.81, -2.34, 0.85], [4.61, -2.40, 2.97], [2.42, -3.62, 3.11], [1.65, -4.96, 1.17], [3.10, -4.83, -0.95], [2.09, -0.77, 4.91], [0.74, -0.87, 4.96], [0.04, -0.88, 6.19], [0.74, -0.83, 7.34], [2.10, -0.59, 7.34], [2.72, -0.54, 6.07], [0.19, -0.81, 4.04], [-1.04, -0.97, 6.24], [0.19, -0.86, 8.28], [2.69, -0.39, 8.22], [3.79, -0.40, 6.05]]
}



no.,Kohn-Sham gap (Ha)
1,0.3486
2,0.3100